(i)
Formula: C3H7N2O2P
Source: the Open Molecules 2025 dataset
Level of theory: ωB97M-V with the def2-TZVPD basis set

```
15
Properties=species:S:1:pos:R:3:mulliken_charge:R:1
C 1.63 -0.10 -0.38 0.61
C -1.64 -0.89 -1.73 -0.88
C -1.03 -0.31 -0.50 -0.01
N -1.40 0.81 0.00 -0.59
N 2.14 0.02 0.67 -0.21
O 1.48 -0.13 -1.51 -0.39
O -0.66 1.11 1.13 -0.28
P 1.62 0.05 2.23 0.03
H -2.78 -0.89 -1.73 0.31
H -1.20 -0.34 -2.67 0.22
H -1.27 -1.98 -1.83 0.25
H -0.43 -1.01 0.10 0.54
H -0.65 2.08 0.99 0.37
H 1.41 1.40 2.25 -0.01
H 2.78 0.18 2.96 0.04
```

Values from the calculation:
structure (SMILES) = C/C=N/O.O=C=NP

(ii)
Formula: C3H7N2O2P
Source: the Open Molecules 2025 dataset
Level of theory: ωB97M-V with the def2-TZVPD basis set

```
15
Properties=species:S:1:pos:R:3:mulliken_charge:R:1
C 0.13 0.11 -0.68 0.54
C 2.03 0.27 1.39 -1.07
C 2.43 0.19 -0.04 -0.20
N -1.07 0.31 -0.82 -0.61
N 1.28 -0.08 -0.84 -0.34
O -4.19 -1.13 -1.42 -0.55
O -3.97 0.39 0.69 -0.43
P -3.39 -0.82 0.11 0.58
H 1.75 1.35 1.66 0.25
H 1.29 -0.47 1.40 0.33
H 2.75 -0.14 2.03 0.39
H 2.96 1.06 -0.43 0.25
H 3.18 -0.59 -0.17 0.30
H -3.76 -1.69 -2.08 0.33
H -1.41 1.23 -0.79 0.24
```

Values from the calculation:
structure (SMILES) = CCN=C=N.O=PO

Which is most stable, and by how much? (ii), by 2.540 eV.